Record 1
The ion C5H13N2 with charge +1, computed with ωB97M-V/def2-TZVPD.

Properties
**HOMO-LUMO gap**: 11.03 eV
**Net charge**: +1
**Relative energy (zero: lowest compared OMol25 entry of this formula, charge and spin)**: 27.6 kcal per mole

```
20
Properties=species:S:1:pos:R:3:forces:R:3
C 0.4459 1.1701 1.1845 -1.4 0.4 -0.6
N -0.8408 1.7698 1.5445 -0.4 0.4 0.9
C 0.3029 0.6943 -0.2597 1.7 -0.9 0.0
N -1.0220 -0.0017 -0.5475 -1.1 0.6 0.3
C -0.8286 -1.4136 -1.0244 0.7 -1.0 1.0
C 0.5366 -1.7159 -0.3605 -0.2 -0.6 -2.4
C 1.2960 -0.4249 -0.5975 0.7 -0.3 0.1
H 1.3100 1.8307 1.2684 0.1 -0.1 -0.1
H 0.5694 0.3112 1.8418 0.2 0.0 0.0
H -1.1115 2.6483 1.1152 0.5 -0.1 -0.8
H -0.8395 2.0705 2.5089 0.0 -0.5 0.5
H 0.3886 1.4981 -0.9862 -0.1 0.2 0.2
H -1.5775 0.0116 0.3168 0.1 0.2 0.2
H -1.5336 0.6153 -1.1737 -0.3 -0.3 -0.2
H -1.5997 -2.1202 -0.7113 -0.3 0.6 0.5
H -0.8514 -1.5399 -2.1010 0.5 0.7 -0.2
H 1.0265 -2.4759 -0.9777 -0.1 -0.2 0.4
H 0.4807 -2.0781 0.6597 -0.1 0.3 0.2
H 1.6020 -0.3134 -1.6366 -0.2 -0.3 -0.2
H 2.2457 -0.5363 -0.0636 -0.3 1.0 0.4
```
Forces are in eV/Å.

Löwdin atomic charge list, values in e, 6 entries: C -0.20; N 0.00; C -0.24; N 0.09; C -0.08; C -0.15

---

Record 2
A cluster of 2 separate species, C3H7N2O2 in total, computed with ωB97M-V/def2-TZVPD.

Properties
**HOMO-LUMO gap (alpha / beta)**: 6.81 / 6.81 eV
**Net charge**: -1
**Relative energy (zero: lowest compared OMol25 entry of this formula, charge and spin)**: 102.3 kcal per mole

```
14
Properties=species:S:1:pos:R:3:forces:R:3
C 1.6379 0.1223 0.1391 1.0 1.3 -1.0
C -0.6920 1.3283 0.0747 2.2 -1.1 -0.5
C 0.4741 0.6274 0.7482 1.9 -1.3 1.0
N -1.6453 -1.5001 -0.4550 6.0 -1.2 -2.2
N -0.5130 -1.6947 0.1938 -5.1 0.4 1.2
O 2.7203 -0.3203 0.5545 -1.1 0.1 0.4
O 1.5867 0.2524 -1.3253 1.6 0.5 1.1
H -1.3643 1.2628 0.8847 -1.6 1.0 0.6
H -0.3420 2.3406 -0.2616 -1.0 -0.7 0.1
H -1.1231 0.6806 -0.7581 0.4 1.0 0.7
H 0.6382 0.5189 1.8719 -1.1 0.4 -1.4
H -2.3326 -1.4348 0.1885 -2.7 0.7 3.1
H 0.7870 -0.1971 -1.4191 -2.4 -0.8 -1.3
H 0.1683 -1.9862 -0.4362 1.8 0.0 -1.9
```
Forces are in eV/Å.

Löwdin atomic charge list, values in e, 6 entries: C -0.62; C -0.17; C -0.21; N -0.06; N -0.02; O -0.07

---

Record 3
An isolated molecule of C8H10N2, computed with ωB97M-V/def2-TZVPD.

Properties
**HOMO-LUMO gap (alpha / beta)**: 6.40 / 7.39 eV
**Multiplicity**: 3
**Relative energy (zero: lowest compared OMol25 entry of this formula, charge and spin)**: 79.6 kcal per mole

```
20
Properties=species:S:1:pos:R:3:forces:R:3
C 1.2583 -1.4202 -2.3332 -0.6 2.0 1.0
C 1.1348 -0.3121 -1.4776 -0.2 -0.5 -0.2
C 0.1765 -2.2822 -2.3344 0.7 1.2 1.2
C -1.4840 0.8537 0.6826 2.1 -0.6 0.9
C -0.8714 -1.2712 -0.5618 -0.8 1.9 2.5
C -0.0209 0.7829 0.3245 -3.3 2.7 -3.2
C -1.8145 1.1909 2.0530 -5.3 -0.2 -1.6
C 1.0157 0.8330 1.3331 -0.3 -1.3 4.8
N -0.8324 -2.1243 -1.5081 -0.9 -3.2 -2.2
N 0.1495 -0.3547 -0.5741 0.7 1.0 -0.7
H 1.9802 -1.4025 -3.0896 1.1 -0.3 -0.9
H 1.6547 0.6700 -1.4628 0.2 -1.1 -0.4
H 0.1332 -3.0849 -2.9939 -0.1 -1.3 -1.3
H -0.1488 1.7978 -0.2919 1.7 -1.8 0.3
H -2.6706 1.9612 2.0583 1.2 -0.8 0.3
H -1.0089 1.5336 2.5822 1.9 0.8 1.6
H -2.3059 0.2801 2.4327 0.3 0.2 0.8
H 1.9982 0.5232 0.9648 -0.1 0.5 0.3
H 0.6860 0.0811 2.2183 1.0 0.9 -2.1
H 0.9701 1.7445 1.9781 0.6 -0.2 -1.2
```
Forces are in eV/Å.

Löwdin atomic charge list, values in e, 6 entries: C -0.02; C -0.02; C -0.12; C -0.01; C -0.11; C -0.46

---

Record 4
The ion C5H13N2 with charge +1, computed with ωB97M-V/def2-TZVPD.

Properties
**HOMO-LUMO gap**: 9.81 eV
**Net charge**: +1
**Relative energy (zero: lowest compared OMol25 entry of this formula, charge and spin)**: 43.9 kcal per mole

```
20
Properties=species:S:1:pos:R:3:forces:R:3
C -1.8333 -0.6853 1.0810 -0.3 -0.2 0.2
C -0.5926 -1.0369 0.8072 1.8 1.2 -1.9
C 1.8052 -0.4315 -0.0105 -0.2 0.0 -0.2
C -0.1347 1.0312 -0.7201 0.2 -0.8 -0.7
C 0.3394 -0.4006 -0.4173 -1.6 -0.8 1.9
N 0.1610 -1.1466 -1.6329 0.1 0.1 -0.3
N -0.1617 1.8422 0.5236 -0.1 0.1 0.2
H -2.3888 -1.1873 1.8573 -0.1 -0.1 0.1
H -2.3895 0.0556 0.5259 -0.1 0.2 -0.2
H -0.0891 -1.8240 1.3440 0.0 -0.2 0.2
H 2.4180 -0.1116 -0.8504 0.1 0.1 0.0
H 2.0180 0.1966 0.8520 0.1 0.0 0.2
H 2.0986 -1.4450 0.2454 0.0 -0.1 0.1
H 0.5385 1.4788 -1.4516 0.0 0.1 0.1
H -1.1340 1.0015 -1.1535 0.0 0.2 0.2
H -0.8125 -1.3240 -1.8456 0.0 -0.1 0.0
H 0.6573 -2.0269 -1.6222 0.0 0.0 0.0
H -0.7263 1.2996 1.2079 0.3 0.3 0.0
H -0.5676 2.7719 0.3733 0.1 -0.2 0.1
H 0.7940 1.9424 0.8864 -0.3 0.1 0.1
```
Forces are in eV/Å.

Löwdin atomic charge list, values in e, 6 entries: C 0.00; C -0.06; C -0.03; C -0.12; C -0.56; N 0.09

---

Record 5
An isolated molecule of CH3NO2S, computed with ωB97M-V/def2-TZVPD.

Properties
**HOMO-LUMO gap**: 10.65 eV
**Relative energy (zero: lowest compared OMol25 entry of this formula, charge and spin)**: 61.1 kcal per mole

```
8
Properties=species:S:1:pos:R:3:forces:R:3
C 0.2956 0.8219 -0.3214 -0.3 -1.6 1.9
N -0.6735 0.1807 0.6228 -0.8 -0.4 -1.2
O 1.0439 -1.6270 0.6814 1.4 -1.5 0.8
O -0.4554 -1.5916 -1.2849 -0.5 -0.5 -0.3
S 0.1477 -0.9624 -0.1691 -0.3 3.5 1.0
H -0.1611 1.1284 -1.1984 -0.6 1.1 -1.7
H 0.9294 1.4961 0.2293 0.9 -0.2 -0.5
H -1.1266 0.5540 1.4404 0.1 -0.5 0.0
```
Forces are in eV/Å.

Löwdin atomic charge list, values in e, 6 entries: C -0.15; N -0.17; O -0.28; O -0.27; S 0.62; H 0.05

---

Record 6
A cluster of 3 separate species, C6H19NO3 in total, computed with ωB97M-V/def2-TZVPD.

Properties
**HOMO-LUMO gap**: 9.79 eV
**Relative energy (zero: lowest compared OMol25 entry of this formula, charge and spin)**: 36.9 kcal per mole

```
29
Properties=species:S:1:pos:R:3:forces:R:3
C 0.0971 0.9441 2.3837 -0.6 0.2 -1.5
C -0.4460 0.1605 1.1246 0.4 1.9 1.8
C -1.8759 0.7415 0.7090 1.2 -1.7 -0.4
C -2.1988 0.0853 -0.6486 -0.7 1.1 0.1
C -2.1914 2.2181 0.7298 1.0 0.6 -0.1
N 0.6272 0.1632 0.1466 -1.3 0.4 -1.2
C 1.7870 -0.6019 0.2983 1.6 -0.6 1.8
O 2.9319 0.0719 0.8798 0.8 0.3 -0.8
H -0.6496 1.1463 3.1419 0.0 -0.8 0.7
H 1.0094 0.4044 2.6260 -0.2 0.3 1.0
H 0.3320 1.9762 2.0918 0.5 -0.3 -0.3
H -0.6427 -0.8628 1.4844 0.2 0.1 -0.6
H -2.3638 0.2765 1.5688 -1.0 0.0 -0.5
H -3.0663 0.5408 -1.1589 -0.3 -0.7 0.7
H -1.4587 0.3266 -1.4112 0.7 -0.3 0.4
H -2.2758 -0.9769 -0.4779 -0.3 -0.4 -0.5
H -3.1431 2.4685 1.1638 -0.6 -0.4 0.2
H -2.2303 2.6316 -0.2887 0.4 0.1 0.3
H -1.4734 2.7427 1.3707 0.0 0.3 -0.4
H 0.8545 1.1092 -0.1553 -0.1 -0.3 -0.1
H 1.6622 -1.4675 0.9808 -0.8 0.1 -0.7
H 2.2369 -0.9319 -0.6394 -0.3 0.0 -0.1
H 2.8363 0.5701 1.6923 -0.7 -0.2 0.2
H 0.5529 -3.3380 -1.0962 0.1 -0.5 -0.2
H -0.6313 -2.5053 -1.3137 -0.3 -0.4 -0.3
O -0.3246 -3.4123 -1.4946 0.2 1.0 0.5
H 0.6327 -0.4093 -2.8528 -0.1 0.3 0.2
H 1.2617 0.9357 -3.3624 -0.3 0.0 0.2
O 1.2890 -0.0199 -3.4337 0.4 -0.3 -0.4
```
Forces are in eV/Å.

Löwdin atomic charge list, values in e, 6 entries: C -0.05; C -0.34; C -0.37; C -0.08; C -0.07; N -0.03

---

Record 7
A structure of composition C22H28BIN10O3Rh, computed with ωB97M-V/def2-TZVPD.

Properties
**HOMO-LUMO gap (alpha / beta)**: 7.95 / 4.30 eV
**Multiplicity**: 6
**Net charge**: +2

```
66
Properties=species:S:1:pos:R:3:forces:R:3
Rh 0.8020 0.8565 -0.2003 0.2 0.0 0.2
C -1.2065 3.5471 -1.1972 0.0 0.0 0.0
C -1.8877 2.3583 -0.6455 0.0 -0.1 0.1
C -3.1939 2.1585 -0.2957 0.0 0.1 0.0
C -3.2500 0.8848 0.2708 0.1 0.0 0.0
N -2.0177 0.3367 0.2438 0.1 -0.2 0.0
N -1.1774 1.1762 -0.3222 -0.3 0.2 0.0
B -1.4684 -0.9507 1.0421 -0.1 0.1 0.0
N -0.6444 -1.7925 0.0647 0.0 -0.1 0.1
C -0.7834 -3.0808 -0.2953 0.0 0.0 0.0
C 0.2133 -3.3925 -1.1917 -0.1 0.0 0.1
C 0.9628 -2.2224 -1.3345 0.1 0.0 0.0
C 2.1702 -2.0176 -2.1826 0.1 0.1 0.0
N 0.4451 -1.2717 -0.5501 -0.2 0.0 -0.1
N -0.5270 -0.3233 2.1139 0.0 -0.1 0.0
C -0.4712 -0.5039 3.4349 0.0 0.0 -0.1
C 0.5664 0.2613 3.9536 0.0 0.0 0.0
C 1.1436 0.9033 2.8801 0.0 0.0 0.0
C 2.2500 1.8981 2.9184 0.0 0.0 0.0
N 0.4916 0.5287 1.7412 -0.1 -0.1 0.0
N -2.6646 -1.6867 1.5414 0.0 -0.1 0.0
C -3.6454 -2.2389 0.7651 0.0 0.0 -0.1
C -4.5876 -2.7752 1.5938 0.1 0.1 0.0
C -4.1133 -2.5107 2.9024 0.1 0.1 0.0
C -4.7484 -2.8775 4.2010 0.0 0.0 0.0
N -2.9684 -1.8547 2.8594 0.1 0.0 0.1
H -1.8118 4.4307 -1.0068 0.0 0.0 0.0
H -0.2232 3.6940 -0.7479 0.0 0.0 0.0
H -1.0798 3.4588 -2.2776 0.0 0.0 0.0
H -4.0135 2.8474 -0.4033 0.0 0.0 0.0
H -4.0722 0.3498 0.7200 0.0 0.0 0.0
H -1.5710 -3.6885 0.1156 0.0 0.0 0.0
H 0.3836 -4.3380 -1.6757 0.0 0.0 0.0
H 1.9797 -2.3517 -3.2025 0.0 0.0 0.0
H 2.4883 -0.9754 -2.2106 0.0 -0.1 0.1
H 2.9989 -2.6262 -1.8152 0.0 0.0 0.0
H -1.1912 -1.1517 3.9061 0.0 0.0 0.0
H 0.8427 0.3547 4.9889 0.0 0.0 0.0
H 2.2289 2.4049 3.8810 0.0 0.0 0.0
H 3.2190 1.4064 2.8261 0.0 0.0 0.0
H 2.1644 2.6385 2.1275 0.0 0.0 0.0
H -3.5968 -2.2070 -0.3127 0.0 0.0 0.0
H -5.4919 -3.2861 1.3139 0.0 0.0 0.0
H -5.6648 -3.4385 4.0327 0.0 0.0 0.0
H -4.0763 -3.4934 4.7975 0.0 0.0 0.0
H -4.9948 -1.9856 4.7764 0.0 0.0 0.0
N 4.2715 -0.4615 0.0778 -0.1 0.1 0.0
C 3.9619 0.8370 0.1034 0.1 -0.1 -0.1
O 2.7660 1.2337 0.1576 0.0 0.1 0.1
C 5.0181 1.8052 0.1114 0.0 -0.1 0.0
I 5.6155 2.9367 -3.2954 0.0 0.0 0.0
H 3.5414 -1.1555 0.0690 0.0 0.0 0.0
H 5.2275 -0.7676 0.0046 0.0 0.0 0.0
H 6.0536 1.5018 0.1150 0.0 0.0 0.0
H 4.7619 2.8511 0.1167 0.0 0.0 0.0
O 3.2119 1.3865 -2.5150 -0.1 0.1 -0.1
C 2.0962 1.3925 -2.9619 0.0 -0.1 0.1
C 1.6912 1.5325 -4.4083 0.1 0.0 0.0
C 0.2324 1.0969 -4.4382 -0.1 0.0 0.0
C -0.1418 0.9842 -2.9794 0.0 0.0 0.0
O -1.2775 0.7566 -2.5784 0.0 0.0 0.0
N 0.9436 1.1863 -2.1615 0.0 0.0 -0.1
H 2.3554 0.9323 -5.0274 0.0 0.0 0.0
H 1.8307 2.5747 -4.7017 0.0 0.0 0.0
H 0.0786 0.1257 -4.9100 0.0 0.0 0.0
H -0.4461 1.7976 -4.9233 0.0 0.0 0.0
```
Forces are in eV/Å.

Löwdin atomic charge list, values in e, 6 entries: Rh 1.36; C 0.01; C -0.24; C 0.06; C 0.08; N 0.07

---

Record 8
The ion C4H6ClN2O with charge +1, computed with ωB97M-V/def2-TZVPD.

Properties
**HOMO-LUMO gap**: 8.58 eV
**Net charge**: +1
**Relative energy (zero: lowest compared OMol25 entry of this formula, charge and spin)**: 71.9 kcal per mole

```
14
Properties=species:S:1:pos:R:3:forces:R:3
C 1.4933 -0.7340 -0.2932 -1.9 -3.1 -0.1
C -0.1297 -1.0640 1.3803 0.0 -1.6 0.9
C 1.4014 0.6162 -0.4406 -0.8 1.0 -1.8
C -0.8477 0.6717 -0.2367 1.2 0.3 1.9
N 0.9953 -1.3217 0.8660 1.5 0.3 -0.7
N -1.0701 -0.2004 0.8187 1.4 0.2 -0.4
O -1.3453 0.3589 -1.3783 -1.0 0.4 -1.1
Cl -0.8759 2.3046 0.3026 -0.1 0.5 -0.5
H 1.6448 -1.6134 -1.0855 0.1 2.5 1.4
H -0.5320 -1.7623 2.2104 0.7 1.7 -1.2
H 1.3614 1.1611 0.5007 0.4 0.2 -0.5
H 1.4557 1.1407 -1.4818 0.5 -0.9 2.3
H -1.8907 -0.7095 0.7051 -2.2 -0.9 -0.3
H -1.6604 1.1521 -1.8677 0.2 -0.5 0.1
```
Forces are in eV/Å.

Löwdin atomic charge list, values in e, 6 entries: C -0.11; C -0.13; C -0.01; C -0.80; N 0.09; N 0.07

---

| no. | energy (eV) |
| --- | --- |
| 1 | -8369.615 |
| 2 | -10297.201 |
| 3 | -11430.342 |
| 4 | -8368.909 |
| 5 | -17502.821 |
| 6 | -14161.481 |
| 7 | -56082.602 |
| 8 | -21785.232 |